No. 1
Molecular formula: C22H18NPRuSSe2
Method: DFT, wB97M-V/def2-TZVPD

CARTESIAN COORDINATES (ANGSTROEM)
Ru  -1.015  -0.670  0.359
Se  0.619  -1.555  -1.009
P  -2.698  -1.019  -1.245
Se  -3.421  0.214  0.422
C  -3.455  -0.485  -2.811
C  -2.658  -0.317  -3.938
C  -3.243  0.033  -5.147
C  -4.615  0.214  -5.224
C  -5.409  0.054  -4.094
C  -4.832  -0.297  -2.885
C  -3.347  -2.713  -1.011
C  -3.429  -3.569  -2.109
C  -3.837  -4.882  -1.936
C  -4.177  -5.345  -0.674
C  -4.079  -4.503  0.424
C  -3.652  -3.195  0.260
H  -1.586  -0.457  -3.864
H  -2.632  0.162  -6.031
H  -5.072  0.484  -6.167
H  -6.479  0.201  -4.161
H  -5.435  -0.423  -1.994
H  -3.174  -3.203  -3.097
H  -3.881  -5.550  -2.786
H  -4.512  -6.367  -0.542
H  -4.330  -4.866  1.412
H  -3.565  -2.549  1.122
S  0.286  2.925  3.118
C  1.617  2.279  2.252
C  1.173  1.575  1.184
N  -0.194  1.534  1.043
C  -0.781  2.210  1.983
H  2.631  2.436  2.580
H  1.790  1.065  0.461
H  -1.851  2.326  2.065
C  -0.148  -1.303  1.909
C  0.975  -1.346  2.728
C  2.261  -1.649  2.200
C  3.379  -1.619  3.001
C  3.278  -1.300  4.354
C  2.023  -1.056  4.902
C  0.889  -1.089  4.119
H  2.340  -1.900  1.151
H  4.344  -1.839  2.563
H  4.166  -1.254  4.970
H  1.927  -0.853  5.961
H  -0.086  -0.902  4.552

Atomic forces in eV per Å
0.43 -0.39 1.08
0.29 -0.14 -0.02
-1.07 0.06 0.06
0.01 -0.22 0.09
0.43 -0.05 0.09
-0.03 0.01 0.05
-0.02 0.01 -0.10
0.00 0.00 0.00
-0.03 -0.02 0.01
0.02 0.00 -0.04
0.11 0.05 -0.15
0.00 0.06 0.06
0.01 -0.04 -0.09
0.00 -0.06 0.08
0.02 0.00 -0.08
-0.03 -0.04 -0.01
0.00 0.00 -0.01
0.02 0.00 0.02
0.01 0.00 0.00
0.00 0.00 0.02
-0.04 0.00 -0.03
-0.02 -0.04 -0.02
-0.05 0.04 -0.01
0.02 0.00 -0.02
0.00 0.01 0.00
-0.01 0.08 0.00
-0.04 -0.10 -0.24
-0.03 0.06 0.09
0.07 0.17 0.04
0.16 -0.15 -0.04
0.10 0.21 0.19
-0.01 -0.01 -0.05
-0.01 -0.07 0.02
-0.01 -0.11 -0.02
-0.38 0.72 -1.32
0.51 -0.23 0.50
-0.34 -0.01 -0.08
0.05 0.00 0.06
0.01 -0.02 -0.05
0.07 0.02 0.09
-0.26 0.09 -0.23
0.05 0.04 -0.04
0.00 0.01 0.03
-0.02 -0.04 0.02
0.00 0.04 -0.01
0.01 0.01 0.04

## Properties
Spin multiplicity: 5
HOMO-LUMO gap (spin up / spin down), eV: 6.236 / 6.340
Net charge: 0



No. 2
Molecular formula: C22H19AsNO13S2Sn
Method: DFT, wB97M-V/def2-TZVPD

CARTESIAN COORDINATES (ANGSTROEM)
Sn  0.045  0.372  -0.419
O  3.870  6.433  0.235
C  2.629  6.378  0.162
O  1.777  7.270  0.028
C  2.073  4.934  0.000
C  2.936  3.846  -0.024
C  2.423  2.574  -0.171
N  1.111  2.353  -0.286
C  0.262  3.394  -0.270
C  0.709  4.691  -0.130
C  -1.211  3.054  -0.458
O  -2.057  3.917  -0.424
O  -1.441  1.788  -0.690
H  3.998  4.028  0.070
H  3.061  1.700  -0.210
H  0.013  5.518  -0.123
O  3.335  -0.023  2.137
As  4.045  -1.224  1.110
O  5.627  -1.023  0.951
O  3.079  -0.865  -0.411
C  3.279  -2.893  1.556
C  3.685  -3.506  2.738
C  3.100  -4.695  3.133
C  2.114  -5.273  2.344
C  1.720  -4.683  1.156
C  2.312  -3.495  0.768
S  2.831  -2.105  -1.339
O  4.068  -2.794  -1.474
O  2.072  -1.710  -2.459
O  1.848  -2.946  -0.417
H  4.006  0.665  2.263
H  4.450  -3.049  3.352
H  3.410  -5.167  4.055
H  1.648  -6.199  2.655
H  0.956  -5.117  0.527
C  -4.634  2.807  -2.734
C  -4.250  1.488  -2.129
C  -4.579  1.183  -0.815
C  -4.151  0.003  -0.224
C  -3.392  -0.883  -0.966
C  -3.053  -0.606  -2.284
C  -3.498  0.570  -2.860
S  -2.679  -2.288  -0.124
C  -3.721  -3.587  -0.822
O  -3.068  -2.185  1.305
H  -5.240  3.393  -2.045
H  -5.198  2.672  -3.660
H  -3.743  3.392  -2.965
H  -5.133  1.903  -0.226
H  -4.348  -0.217  0.817
H  -2.415  -1.282  -2.844
H  -3.215  0.804  -3.880
H  -4.756  -3.380  -0.552
H  -3.392  -4.528  -0.385
H  -3.600  -3.608  -1.905
O  -0.218  0.566  1.655
C  0.092  -0.478  2.358
O  0.627  -1.492  1.938
H  -0.220  -0.394  3.412

Atomic forces in eV per Å
-0.03 -0.05 -0.26
0.03 -0.01 0.45
0.15 0.00 -1.20
-0.11 0.03 0.43
-0.13 0.00 0.38
0.04 -0.03 -0.01
0.04 0.01 0.00
-0.09 0.09 0.00
-0.03 -0.01 -0.03
0.02 0.00 0.01
0.13 -0.07 -0.01
-0.02 0.04 -0.04
-0.03 0.13 0.12
-0.01 0.01 -0.01
-0.01 -0.01 -0.01
0.00 -0.01 0.00
0.05 -0.01 -0.07
-0.25 0.03 -0.15
0.19 0.03 0.01
0.12 0.07 0.15
0.05 -0.06 0.16
-0.04 -0.01 -0.01
0.03 0.01 0.02
-0.03 -0.01 -0.04
0.09 0.07 0.05
-0.07 -0.02 -0.05
0.32 0.10 -0.05
-0.08 -0.22 0.05
-0.11 0.06 -0.01
-0.12 -0.21 -0.12
-0.07 0.07 0.06
0.00 0.03 -0.02
-0.01 0.00 0.00
0.00 0.00 0.00
0.00 0.01 -0.01
-0.03 0.05 -0.04
-0.02 -0.02 0.00
-0.01 0.00 0.02
0.03 0.01 -0.04
-0.04 0.00 0.10
0.02 0.00 -0.03
-0.02 -0.01 -0.03
0.16 -0.17 -0.01
-0.09 0.13 -0.09
-0.05 -0.03 0.13
0.01 0.00 0.00
0.01 -0.02 0.00
0.01 -0.01 0.04
0.00 0.00 -0.01
-0.01 -0.01 0.00
-0.01 -0.01 0.00
-0.01 0.00 0.00
0.01 0.01 0.01
0.02 0.00 0.01
0.01 0.00 0.01
0.08 -0.08 0.27
-0.39 0.06 -0.14
0.18 0.03 0.01
0.11 0.02 0.01

## Properties
Energy above the lowest of the compared OMol25 structures with the same formula, charge and spin, kJ/mol: 187.1
HOMO-LUMO gap, eV: 7.369
Net charge: -1



No. 3
Molecular formula: C22H19AuFN3O7S3
Method: DFT, wB97M-V/def2-TZVPD

CARTESIAN COORDINATES (ANGSTROEM)
Au  -0.492  -0.664  -0.775
N  -1.709  -1.965  -1.999
C  -1.038  -2.648  -3.112
C  -0.384  -1.636  -4.030
C  0.940  -1.087  -3.438
O  1.975  -1.398  -3.990
O  0.832  -0.301  -2.415
H  -2.139  -2.617  -1.347
H  -2.436  -1.329  -2.340
H  -1.762  -3.235  -3.685
H  -0.296  -3.338  -2.707
H  -1.072  -0.803  -4.199
H  -0.133  -2.096  -4.983
O  0.453  0.440  0.647
C  1.378  -0.235  1.474
C  1.994  0.885  2.285
C  1.795  1.176  3.604
C  2.430  2.378  3.998
C  3.076  2.986  2.965
S  2.900  2.130  1.498
C  0.659  -1.212  2.402
C  -0.607  -1.083  2.892
C  -0.993  -2.165  3.720
C  -0.013  -3.099  3.844
S  1.396  -2.673  2.965
C  2.423  -1.000  0.678
C  3.768  -0.827  0.591
C  4.386  -1.707  -0.339
C  3.505  -2.556  -0.919
S  1.910  -2.321  -0.329
H  1.221  0.546  4.265
H  2.402  2.766  5.005
H  3.651  3.897  2.983
H  -1.242  -0.243  2.665
H  -1.961  -2.230  4.193
H  -0.029  -4.023  4.398
H  4.318  -0.083  1.142
H  5.437  -1.675  -0.579
H  3.692  -3.305  -1.670
F  -0.189  4.663  -0.430
C  -1.012  3.778  -0.990
C  -1.802  3.014  -0.227
N  -2.675  2.096  -0.770
C  -3.597  1.372  0.076
C  -3.196  0.032  0.829
O  -3.904  -0.189  1.789
O  -2.290  -0.788  0.406
C  -2.680  1.845  -2.131
O  -3.350  0.952  -2.636
N  -1.924  2.705  -2.876
C  -1.048  3.712  -2.443
O  -0.473  4.421  -3.228
H  -1.778  3.087  0.851
H  -4.431  1.059  -0.552
H  -3.961  2.044  0.849
H  -1.927  2.547  -3.874

Atomic forces in eV per Å
-1.46 0.18 -0.08
0.40 0.99 0.39
0.11 -0.22 -0.45
0.50 0.32 0.29
-0.88 -1.13 -1.19
0.06 0.43 0.50
0.08 0.66 1.97
-0.03 0.13 0.11
-0.04 -0.09 0.03
-0.08 0.01 0.20
-0.05 0.02 0.06
-0.04 -0.01 -0.09
-0.07 -0.02 0.01
-0.68 -0.06 -1.50
0.31 -0.65 0.50
-0.20 0.16 -0.26
0.10 -0.16 -0.17
0.11 0.13 0.01
-0.05 0.07 -0.03
-0.10 -0.05 0.27
-0.07 -0.10 -0.13
0.22 0.11 -0.05
-0.07 -0.07 0.10
0.23 0.03 0.00
-0.31 0.19 0.06
-0.18 0.06 -0.05
-0.11 0.05 -0.13
0.00 -0.06 -0.06
-0.16 -0.12 -0.18
0.62 -0.01 0.24
0.00 -0.04 0.01
0.05 0.03 0.02
-0.02 0.06 0.03
-0.01 0.01 0.01
-0.03 -0.07 -0.01
-0.05 0.00 0.06
-0.04 0.03 0.08
0.03 -0.09 0.02
0.02 -0.02 -0.03
0.08 0.05 -0.05
-0.03 0.00 0.33
0.22 0.16 -0.14
0.41 -0.49 -0.38
0.10 -0.96 0.37
-0.52 1.71 -0.06
0.28 -0.35 -0.18
1.52 -0.62 -0.71
-0.49 -0.21 0.24
0.35 -0.01 0.11
0.37 -0.01 -0.21
-0.35 0.02 0.04
0.18 -0.04 0.04
-0.02 0.00 0.02
-0.07 0.14 0.04
-0.02 -0.06 -0.02
-0.09 -0.02 -0.01

## Properties
Energy above the lowest of the compared OMol25 structures with the same formula, charge and spin, kJ/mol: 96.1
HOMO-LUMO gap (spin up / spin down), eV: 5.837 / 5.838
Net charge: 0



No. 4
Molecular formula: C22H19BCdF3N2O3P
Method: DFT, wB97M-V/def2-TZVPD

CARTESIAN COORDINATES (ANGSTROEM)
Cd  0.289  0.400  -1.993
O  -2.126  1.780  -3.031
N  -1.865  1.297  -1.739
C  -2.789  1.665  -0.918
C  -2.981  1.062  0.369
C  -4.207  1.253  1.061
C  -4.447  0.765  2.327
C  -3.457  0.054  2.994
C  -2.274  -0.194  2.357
C  -2.026  0.326  1.061
P  -0.309  0.133  0.480
C  0.144  -1.620  0.772
C  -0.259  -2.630  -0.144
C  0.233  -3.929  0.039
C  1.031  -4.272  1.132
C  1.384  -3.286  2.049
C  0.996  -1.958  1.870
C  0.665  1.212  1.564
C  2.063  1.148  1.266
C  2.839  2.261  1.574
C  2.288  3.303  2.287
C  0.929  3.264  2.745
C  0.102  2.287  2.279
H  -1.937  0.978  -3.597
H  -3.510  2.441  -1.288
H  -4.905  1.930  0.614
H  -5.404  0.894  2.832
H  -3.566  -0.248  4.060
H  -1.455  -0.687  2.874
H  -0.944  -2.404  -0.931
H  -0.015  -4.713  -0.670
H  1.361  -5.276  1.322
H  2.013  -3.518  2.891
H  1.265  -1.176  2.603
H  2.490  0.254  0.900
H  3.908  2.247  1.237
H  2.877  4.208  2.471
H  0.665  4.041  3.487
H  -0.948  2.406  2.529
B  -0.936  -3.175  -4.456
C  -0.768  -1.705  -4.025
N  -0.678  -0.514  -4.021
H  -0.507  -3.250  -5.627
H  -0.339  -3.964  -3.791
H  -2.162  -3.426  -4.433
F  4.650  2.914  -1.841
C  4.465  1.658  -2.223
F  5.250  0.895  -1.377
F  5.014  1.525  -3.477
C  2.980  1.243  -2.168
O  2.789  0.140  -1.576
O  2.127  1.961  -2.718

Atomic forces in eV per Å
1.12 -0.03 -0.84
0.18 -0.31 -0.20
-2.11 0.36 -0.43
0.28 0.68 -1.91
-0.48 -0.20 2.39
0.59 0.54 -0.53
-0.22 -0.33 0.22
-0.23 -0.26 1.15
0.81 0.62 -0.98
0.61 -0.73 0.59
0.28 -0.96 0.29
0.62 -0.65 0.84
1.22 0.24 1.63
-0.20 -0.14 0.01
-0.32 1.11 0.09
0.11 0.51 -0.19
-1.10 0.24 -0.71
0.69 -0.13 -0.83
-1.70 1.43 1.54
1.06 -0.72 -0.48
-1.03 0.70 0.51
2.77 1.34 0.19
-0.19 -0.67 0.00
0.18 0.80 0.37
0.41 -0.98 0.31
-0.60 0.02 -0.30
0.20 0.31 -0.30
-0.15 0.12 -1.04
-0.15 -0.10 -0.07
-0.24 0.06 -0.63
-0.15 0.20 -0.03
0.05 -0.32 -0.26
0.06 -0.17 0.17
-0.02 -0.57 -0.53
0.35 -0.62 -0.87
-1.09 0.24 0.49
-0.15 -0.49 0.20
-0.35 -0.50 -0.85
-0.04 -0.59 -0.25
-0.83 -1.04 -0.88
0.33 3.18 -0.86
0.16 -2.26 1.57
-0.25 0.31 0.72
0.23 -0.03 0.46
0.71 0.27 0.06
-0.19 0.40 -0.02
1.91 -0.63 -0.14
-1.00 0.67 -0.97
-0.86 0.02 1.19
0.02 -1.60 0.30
-0.85 0.95 -0.57
-0.44 -0.27 0.36

## Properties
Energy above the lowest of the compared OMol25 structures with the same formula, charge and spin, kJ/mol: 0.0
HOMO-LUMO gap, eV: 7.911
Net charge: 0